(1)
DFT (ωB97M-V with the def2-TZVPD basis set) results for a cluster of 9 separate species, C24H40NO27S2 in total at a distorted geometry.

```
94
Properties=species:S:1:pos:R:3:forces:R:3
S 23.999 22.054 24.185 3.420 1.692 0.280
S 15.572 17.664 27.711 2.642 2.565 3.244
O 22.886 15.258 32.826 -0.960 0.535 -0.490
O 18.510 20.290 30.413 0.217 0.473 0.330
O 15.921 18.293 28.979 -0.863 0.403 -1.077
O 26.363 14.380 28.327 0.282 -1.090 0.972
O 23.003 17.472 23.126 1.984 -0.146 -1.365
O 21.202 16.126 23.008 -0.667 2.543 -1.709
O 19.435 9.352 27.972 0.795 5.073 -0.170
O 24.643 20.987 25.173 -0.041 -1.009 -0.636
O 24.765 23.281 24.495 -2.087 -1.625 -0.765
O 21.041 16.932 27.735 -1.070 -0.143 1.164
O 15.972 16.324 27.685 0.595 -2.836 -1.336
O 20.219 18.934 30.380 0.629 -0.722 1.716
O 18.786 11.348 27.209 -2.117 1.855 -1.861
O 17.697 15.902 32.397 -1.965 2.972 1.849
O 24.393 14.533 31.493 2.410 -2.603 -1.012
O 22.093 16.854 21.087 1.256 0.113 4.729
O 20.426 11.350 28.577 1.994 -3.866 0.970
O 18.852 14.993 30.930 2.786 -3.391 -3.946
O 25.039 15.091 33.593 -3.138 -1.407 -2.735
O 22.562 22.053 24.171 0.734 -0.249 0.105
O 23.230 16.875 27.751 -2.113 -0.952 1.185
O 16.325 18.535 26.555 -1.825 -2.094 -0.259
O 26.859 12.644 29.796 -1.161 1.425 -3.162
O 22.101 15.127 27.063 -0.767 1.134 2.091
O 25.397 12.364 28.086 0.504 0.501 -0.864
O 20.419 20.928 29.408 0.387 0.387 0.596
O 18.664 14.022 32.838 0.797 -3.309 2.612
N 22.061 16.276 27.663 3.967 -0.083 -4.417
C 24.158 14.876 32.720 2.629 2.823 3.254
C 22.165 16.814 22.351 -2.380 -0.128 -6.651
C 18.417 14.906 32.130 0.355 -0.728 -0.137
C 24.728 19.914 27.362 1.054 2.109 1.441
C 22.646 17.284 24.444 -0.455 -0.465 4.092
C 21.554 16.228 24.328 1.642 -1.846 3.922
C 26.301 13.071 28.783 0.422 -0.275 3.074
C 25.690 14.498 27.101 0.127 -0.460 -2.818
C 13.839 17.671 27.503 0.250 -1.859 1.948
C 21.574 19.053 30.143 0.942 -0.554 -4.707
C 23.273 14.568 30.658 0.930 -0.952 -1.354
C 23.977 20.790 26.404 -3.834 -0.267 0.088
C 19.347 12.642 27.244 -3.956 3.731 -3.841
C 24.683 21.429 22.643 0.673 -1.130 -0.027
C 17.869 16.869 31.399 -2.714 4.693 -0.301
C 17.719 18.943 26.815 -2.242 3.748 2.632
C 20.313 12.668 28.309 0.759 0.620 -1.218
C 18.105 19.803 25.616 -0.239 5.318 4.293
C 19.549 10.625 27.894 0.870 -8.149 2.448
C 24.946 13.154 26.935 -0.741 0.973 3.312
C 22.197 15.040 31.506 -1.519 -1.813 3.578
C 21.743 20.455 29.371 -2.014 -1.400 8.944
C 19.661 20.075 30.175 -2.974 1.890 -1.661
C 18.607 16.137 30.235 1.092 3.029 -1.045
H 25.097 12.610 26.081 0.762 -1.181 -2.159
H 20.978 16.491 25.252 -1.325 -0.619 -1.563
H 22.575 20.991 29.930 -1.700 0.382 0.277
H 24.194 19.816 28.315 -0.355 -0.368 -0.540
H 17.325 20.666 25.366 1.270 -2.663 0.022
H 16.750 17.129 31.137 2.450 -0.002 -0.021
H 21.872 15.181 24.381 0.745 0.254 1.854
H 13.489 18.617 27.492 -1.082 3.260 -0.517
H 18.468 13.417 27.046 1.616 -1.390 1.678
H 23.885 13.294 27.072 -0.398 0.061 0.001
H 18.508 19.178 24.974 1.181 -2.427 -4.362
H 22.919 20.278 26.195 2.101 0.825 0.214
H 22.222 18.241 24.788 -0.057 -0.200 -0.107
H 20.015 13.080 29.142 -2.284 2.496 4.564
H 21.216 13.195 28.147 1.244 -0.007 -1.137
H 13.667 17.135 26.619 -0.749 -0.805 -1.105
H 24.453 20.366 22.421 -0.998 0.731 0.336
H 19.009 20.518 25.897 -1.524 -1.646 -0.058
H 23.356 16.987 25.411 -0.765 0.525 -3.163
H 26.545 14.450 26.245 -2.114 1.120 1.739
H 23.132 13.790 29.876 0.125 -0.594 1.454
H 17.463 19.633 27.688 1.214 -0.625 -0.812
H 22.225 19.177 30.914 1.055 -0.455 3.067
H 23.673 21.808 26.716 0.460 -0.550 0.777
H 18.025 16.052 29.280 -0.066 -0.488 1.172
H 25.658 20.401 27.740 -0.286 -0.271 -0.761
H 24.144 22.139 21.997 0.905 -0.472 -0.584
H 22.181 20.420 28.557 2.735 -0.743 -8.716
H 25.831 21.295 22.581 -1.808 1.526 0.432
H 24.857 15.322 27.096 2.192 -0.990 -0.060
H 21.770 18.141 29.544 0.742 0.852 0.160
H 19.637 16.547 29.815 -2.011 -0.352 1.378
H 24.959 18.971 26.949 0.105 -1.100 -0.358
H 21.900 15.971 31.032 -1.193 0.056 0.941
H 21.493 14.228 31.895 -0.021 1.586 -1.525
H 13.342 17.230 28.458 1.435 0.223 -1.737
H 18.380 18.204 27.250 0.065 -0.650 -0.816
H 18.330 17.862 31.923 -0.763 -2.476 -1.674
H 23.499 15.353 30.053 0.719 2.411 -2.185
H 19.813 12.820 26.317 1.078 -0.289 -1.407
```
Positions in Å, forces in eV/Å.

Calculated values
- frontier orbital gap (Eh) = 0.347
- energy relative to the best compared isomer or geometry (same formula, charge and spin) (kcal per mole) = 5.9
- charge = -1
- molar mass (u) = 838.7

***

(2)
DFT (ωB97M-V with the def2-TZVPD basis set) results for an isolated molecule of C5H8O at a distorted geometry.

```
14
Properties=species:S:1:pos:R:3:forces:R:3
O -1.105 3.079 -1.711 1.224 -0.657 -0.006
C -0.140 2.236 -1.320 -4.453 -0.215 0.496
C 0.083 0.028 -0.017 -0.500 -3.366 2.068
C 0.585 -2.198 1.242 1.879 -0.228 0.556
C -0.683 1.138 -0.361 2.028 0.699 -1.927
C -0.315 -1.065 0.847 -0.072 1.691 -3.380
H 0.948 -2.870 0.374 -0.809 1.164 1.130
H -1.720 1.262 -0.161 -0.743 -0.008 0.629
H 0.706 2.684 -0.877 1.754 0.658 0.888
H 0.198 -2.848 2.049 -0.307 0.298 -0.703
H 1.540 -1.799 1.726 -1.053 -0.272 -0.896
H 1.056 -0.112 -0.475 0.382 0.590 0.300
H 0.256 1.676 -2.196 0.183 -0.653 -0.017
H -1.408 -1.210 0.881 0.486 0.298 0.862
```
Positions in Å, forces in eV/Å.

Calculated values
- frontier orbital gap (Eh) = 0.187
- energy relative to the best compared isomer or geometry (same formula, charge and spin) (kcal per mole) = 125.7
- molar mass (u) = 84.1

***

(3)
DFT (ωB97M-V with the def2-TZVPD basis set) results for an isolated molecule of C11H20N4O4S at a distorted geometry.

```
40
Properties=species:S:1:pos:R:3:forces:R:3
S -1.810 -3.818 -0.809 -0.660 -1.148 -0.766
O -1.038 -1.751 1.515 -0.514 -2.175 3.528
O -2.787 2.244 -1.571 -0.269 0.409 0.362
O 0.517 1.679 -1.821 1.316 1.633 1.798
O 3.404 -0.515 0.660 -1.607 -0.650 0.646
N -2.297 0.139 -1.272 -0.167 -2.562 2.252
N -0.016 -0.133 0.353 -1.444 0.026 -0.535
N 0.694 3.853 -1.177 -0.639 -0.666 -0.534
N 1.866 -2.228 0.817 0.153 3.533 -0.302
C 1.570 1.621 1.302 1.259 -0.112 -0.576
C -2.765 1.308 -0.779 0.647 0.606 -2.405
C -3.231 1.484 0.602 -0.351 -2.001 1.028
C 1.102 0.124 1.189 0.464 -0.149 1.914
C -1.025 -1.007 0.606 0.757 1.217 -4.066
C -1.744 -2.227 -1.625 -2.366 0.131 1.455
C 1.066 2.555 -1.098 -1.099 -1.581 -1.020
C -2.086 -1.153 -0.583 1.104 2.054 0.818
C 2.747 -3.309 0.760 2.968 0.601 2.731
C 2.132 2.271 -0.029 -1.273 0.332 0.117
C 2.248 -0.902 0.895 1.640 0.370 -0.968
H -2.647 -2.257 -2.294 1.208 0.094 0.137
H -0.820 -2.059 -2.093 1.064 0.276 -0.986
H 2.788 -3.763 -0.196 0.014 -0.899 -0.646
H 0.724 2.232 1.720 0.866 -0.559 -0.349
H -4.196 0.921 0.748 0.967 0.399 0.016
H -2.468 1.123 1.349 -0.880 0.571 -0.577
H -0.033 0.158 -0.596 0.495 1.063 -0.838
H 2.554 -3.928 1.665 -0.032 -0.397 -1.136
H 1.304 4.558 -0.855 0.403 0.700 0.444
H 2.877 1.667 -0.489 0.521 -0.857 -0.118
H 0.963 -2.353 1.137 -2.109 -0.643 0.733
H -1.999 0.084 -2.197 0.353 0.821 -1.706
H -3.446 2.521 0.612 -0.076 0.962 0.747
H 2.631 3.220 0.193 -0.159 -0.086 0.287
H 0.710 -0.092 2.220 0.531 -0.130 -0.671
H -0.771 -3.693 -0.030 0.748 0.195 0.555
H -0.045 4.105 -1.820 0.159 -0.125 0.003
H 2.491 1.650 1.994 -1.684 -0.174 -0.720
H 3.772 -2.854 1.028 -1.194 -0.838 -0.859
H -2.935 -1.474 -0.032 -1.115 -0.245 0.207
```
Positions in Å, forces in eV/Å.

Calculated values
- frontier orbital gap (Eh) = 0.358
- energy relative to the best compared isomer or geometry (same formula, charge and spin) (kcal per mole) = 5.4
- SMILES = CNC(=O)[C@@H](CCC(N)=O)NC(=O)[C@H](CS)NC(C)=O
- molar mass (u) = 304.4